# 1
This record from the OMol25 dataset describes the molecule C4H5NO3. The level of theory is wB97M-V/def2-TZVPD.

Computed properties:
Highest occupied orbital energy = -0.29010 Ha
Structure (SMILES) = Nc1occ(O)c1O
Relative energy (zero: lowest compared OMol25 entry of this formula, charge and spin) = 328.31 kJ/mol
HOMO-LUMO gap = 8.31 eV
Multiplicity = 1

Structure (XYZ):
```
13
C4H5NO3, DFT wB97M-V/def2-TZVPD
H 2.66104 -0.57732 -0.11515
H -1.47549 2.12846 0.30334
O -2.05372 -0.43605 0.19258
C 0.37459 -1.08980 -0.43825
C 1.58871 -0.38044 -0.16639
H -2.29766 -1.27999 -0.20253
C -0.03473 1.03611 0.23320
H -0.73537 2.31785 1.85700
N -0.53285 2.19462 0.84659
H 1.42692 -2.39904 -1.46973
O 0.37691 -2.26244 -1.22713
C -0.67460 -0.17758 -0.05012
O 1.37626 0.92564 0.23659
```

---

# 2
This record from the OMol25 dataset describes the molecule C4H5NO3. The level of theory is wB97M-V/def2-TZVPD.

Computed properties:
Highest occupied orbital energy = -0.39154 Ha
Structure (SMILES) = N#CC1OCOCO1
Relative energy (zero: lowest compared OMol25 entry of this formula, charge and spin) = 520.42 kJ/mol
HOMO-LUMO gap = 11.04 eV
Multiplicity = 1

Structure (XYZ):
```
13
C4H5NO3, DFT wB97M-V/def2-TZVPD
N -0.09148 2.38209 -0.92988
H -0.73161 -2.00052 -1.32518
C -0.58481 0.37238 0.84016
O -1.38924 -0.57126 0.18931
H -1.23433 0.82537 1.51229
H 2.52509 -1.04567 0.35388
H -1.23066 -0.20976 -1.60261
C 1.31015 -1.07180 0.36626
C -0.61454 -0.94568 -0.98617
O 0.67901 -0.28361 1.39007
O 0.81679 -0.64033 -0.92390
C -0.23828 1.65348 0.10903
H 1.22424 -2.33270 0.35126
```

---

# 3
This record from the OMol25 dataset describes the molecule C4H5NO3. The level of theory is wB97M-V/def2-TZVPD.

Computed properties:
Highest occupied orbital energy = -0.40441 Ha
Structure (SMILES) = N#CC1OCOCO1
Relative energy (zero: lowest compared OMol25 entry of this formula, charge and spin) = 219.49 kJ/mol
HOMO-LUMO gap = 11.73 eV
Multiplicity = 1

Structure (XYZ):
```
13
C4H5NO3, DFT wB97M-V/def2-TZVPD
C 1.03219 1.34447 1.69533
C 0.59453 0.24248 0.82279
O -0.96027 -0.32053 -1.35297
N 1.45925 2.22329 2.29500
C 0.46096 -0.24155 -1.39119
H -2.49185 -0.18812 -0.05588
O -0.78158 0.26979 0.87909
H 0.98067 -0.78565 1.05894
C -1.44846 -0.52954 -0.06723
H 0.92388 -1.25083 -1.27908
O 0.96316 0.64779 -0.45911
H 0.67427 0.17756 -2.39929
H -1.40676 -1.58918 0.25358
```

---

# 4
This record from the OMol25 dataset describes the molecule C4H5NO4S2. The level of theory is wB97M-V/def2-TZVPD.

Computed properties:
Highest occupied orbital energy = -0.36739 Ha
Relative energy (zero: lowest compared OMol25 entry of this formula, charge and spin) = 478.15 kJ/mol
HOMO-LUMO gap = 9.64 eV
Multiplicity = 1

Structure (XYZ):
```
16
C4H5NO4S2, DFT wB97M-V/def2-TZVPD
C 1.25588 0.78930 -0.11348
S 1.69830 3.37348 0.87582
H -0.30940 -1.71325 -1.94478
O 2.08581 0.07432 -2.46954
N 0.27594 0.41257 0.61054
H -0.10461 -1.53367 -0.28479
O 2.88097 -1.12462 -0.41731
O 1.97651 1.87009 -0.06603
C -0.33336 1.38523 1.40493
H -0.58723 3.42276 2.10985
C 0.50207 -1.85276 -1.13512
S 1.84479 -0.61053 -1.24161
O 1.22791 4.25018 -0.12932
H -1.31908 1.16268 1.90936
H 0.94815 -2.81351 -1.06775
C 0.09361 2.63245 1.58785
```

---

# 5
This record from the OMol25 dataset describes the molecule C4H5NOS. The level of theory is wB97M-V/def2-TZVPD.

Computed properties:
Highest occupied orbital energy = -0.33864 Ha
Structure (SMILES) = C=CNC(=O)C=S
Relative energy (zero: lowest compared OMol25 entry of this formula, charge and spin) = 274.05 kJ/mol
HOMO-LUMO gap = 8.24 eV
Multiplicity = 1

Structure (XYZ):
```
12
C4H5NOS, DFT wB97M-V/def2-TZVPD
C 1.11080 -0.02015 -1.93603
H 2.06338 -0.42641 -2.17738
N -0.04000 -0.71385 0.44115
H 0.01945 1.28375 0.12145
O 0.60064 -2.27232 -1.12433
H -1.09479 0.18707 2.57473
C -0.88340 0.95799 1.96291
C 0.49785 -1.10085 -0.86335
C -0.37420 0.61477 0.87696
H -0.69511 -1.52223 0.69305
H -1.47803 1.99351 2.21236
S 0.27340 1.01873 -2.78152
```

---

# 6
This record from the OMol25 dataset describes the molecule C4H5NOS. The level of theory is wB97M-V/def2-TZVPD.

Computed properties:
Highest occupied orbital energy = -0.34701 Ha
Structure (SMILES) = N#C[C@@H]1COCS1
Relative energy (zero: lowest compared OMol25 entry of this formula, charge and spin) = 287.26 kJ/mol
HOMO-LUMO gap = 9.95 eV
Multiplicity = 1

Structure (XYZ):
```
12
C4H5NOS, DFT wB97M-V/def2-TZVPD
N 3.02146 -0.17866 0.45230
C -1.51167 -0.66608 0.42992
H 0.08037 2.05053 -0.65708
O -1.40332 0.59280 -0.22060
H -1.43172 -0.36723 1.41476
S 0.02046 -1.74380 -0.20026
C 2.08019 -0.34749 -0.22635
H -2.65119 -1.16421 0.37639
C -0.01750 1.01849 -0.09004
H 0.65189 -0.07670 -1.68292
C 0.70021 -0.17567 -0.63519
H 0.46080 1.05805 1.03909
```

---

# 7
This record from the OMol25 dataset describes the molecule C4H5NOS. The level of theory is wB97M-V/def2-TZVPD.

Computed properties:
Highest occupied orbital energy = -0.31642 Ha
Structure (SMILES) = C=C(C=O)NC=S
Relative energy (zero: lowest compared OMol25 entry of this formula, charge and spin) = 298.66 kJ/mol
HOMO-LUMO gap = 7.87 eV
Multiplicity = 1

Structure (XYZ):
```
12
C4H5NOS, DFT wB97M-V/def2-TZVPD
H 1.18847 -0.96805 -0.70998
S 1.46733 2.21215 0.51533
O -2.34542 -1.55276 -0.78815
H -2.23035 0.72271 0.66942
H 2.93699 0.51314 0.04222
H -0.47580 1.73593 0.49143
C -1.13674 -1.42600 -0.34163
C -0.47592 -0.18316 -0.06203
C 1.87595 0.65226 0.23788
C -1.19674 0.88980 0.28896
H -0.56326 -2.38610 -0.36426
N 0.95549 -0.20991 0.02080
```

---

# 8
This record from the OMol25 dataset describes the molecule C4H5NOS. The level of theory is wB97M-V/def2-TZVPD.

Computed properties:
Highest occupied orbital energy (spin up / spin down) = -0.27735 / -0.27684 Ha
Relative energy (zero: lowest compared OMol25 entry of this formula, charge and spin) = 415.90 kJ/mol
HOMO-LUMO gap (spin up / spin down) = 7.47 / 7.44 eV
Multiplicity = 1

Structure (XYZ):
```
12
C4H5NOS, DFT wB97M-V/def2-TZVPD
H 1.75277 1.57182 0.90189
C -1.52232 -2.01277 0.00008
C 1.55226 -0.23886 0.09358
C 0.09691 1.61672 -0.26757
H -0.12746 1.51967 -1.43958
H -0.92143 -2.88635 0.05386
H 0.17423 2.70660 -0.03591
C -0.87618 -0.88406 0.12197
S -1.27740 0.70063 0.53607
N 1.41943 1.07536 0.05840
H -2.68218 -2.10322 -0.20347
O 2.41137 -1.06554 0.18069
```

---

# 9
This record from the OMol25 dataset describes the molecule C4H5NOS. The level of theory is wB97M-V/def2-TZVPD.

Computed properties:
Highest occupied orbital energy = -0.31955 Ha
Structure (SMILES) = CSc1cocn1
Relative energy (zero: lowest compared OMol25 entry of this formula, charge and spin) = 151.17 kJ/mol
HOMO-LUMO gap = 9.53 eV
Multiplicity = 1

Structure (XYZ):
```
12
C4H5NOS, DFT wB97M-V/def2-TZVPD
C -2.36084 -0.31086 0.01318
C 2.01233 -0.81982 0.21019
H -3.42543 -0.14131 0.13764
N 0.73129 -0.79183 0.39322
H 1.63806 2.17486 -0.67320
C 0.39316 0.46680 0.03891
H -2.15204 -0.63297 -1.00437
C 1.48782 1.17332 -0.33388
O 2.53816 0.32805 -0.23072
H -2.00593 -1.05336 0.72217
H 2.65673 -1.65593 0.38890
S -1.51333 1.26306 0.33797
```

---

# 10
This record from the OMol25 dataset describes the molecule C4H5NOS2. The level of theory is wB97M-V/def2-TZVPD.

Computed properties:
Highest occupied orbital energy = -0.32798 Ha
Structure (SMILES) = OC(=S)[C@H]1CN1C=S
Relative energy (zero: lowest compared OMol25 entry of this formula, charge and spin) = 335.62 kJ/mol
HOMO-LUMO gap = 8.42 eV
Multiplicity = 1

Structure (XYZ):
```
13
C4H5NOS2, DFT wB97M-V/def2-TZVPD
C 1.15475 -0.54950 0.26613
S 2.75746 -0.19764 -0.37866
H -2.62808 1.67722 -0.63788
H 0.58306 2.80482 0.34955
C 0.30583 0.60865 0.74916
H 0.37230 0.81174 1.86480
H 0.66414 1.51192 -1.12396
C 0.36593 1.82035 -0.11898
O 0.58695 -1.71397 0.39481
N -0.90654 1.29816 0.28803
H -0.37649 -1.54073 0.18602
S -2.52834 -0.80376 -0.21477
C -1.93161 0.68416 -0.28270
```

---

> What is the relative energy (zero: lowest compared OMol25 entry of this formula, charge and spin) in the tenth record?

335.62 kJ/mol

---

What did the third record say?
This record from the OMol25 dataset describes the molecule C4H5NO3. The level of theory is wB97M-V/def2-TZVPD.

Computed properties:
Highest occupied orbital energy = -0.40441 Ha
Structure (SMILES) = N#CC1OCOCO1
Relative energy (zero: lowest compared OMol25 entry of this formula, charge and spin) = 219.49 kJ/mol
HOMO-LUMO gap = 11.73 eV
Multiplicity = 1

Structure (XYZ):
```
13
C4H5NO3, DFT wB97M-V/def2-TZVPD
C 1.03219 1.34447 1.69533
C 0.59453 0.24248 0.82279
O -0.96027 -0.32053 -1.35297
N 1.45925 2.22329 2.29500
C 0.46096 -0.24155 -1.39119
H -2.49185 -0.18812 -0.05588
O -0.78158 0.26979 0.87909
H 0.98067 -0.78565 1.05894
C -1.44846 -0.52954 -0.06723
H 0.92388 -1.25083 -1.27908
O 0.96316 0.64779 -0.45911
H 0.67427 0.17756 -2.39929
H -1.40676 -1.58918 0.25358
```